Entry from the OMol25 dataset: the molecule C6H12O5S (wB97M-V/def2-TZVPD).

Structure (XYZ):
```
24
Properties=species:S:1:pos:R:3:forces:R:3:nbo_charge:R:1
C -2.1529 -0.9455 0.7549 -0.458 0.124 -0.507 -0.077
C -1.1304 -0.3015 -0.2238 0.770 -0.981 0.426 0.067
C 0.2677 1.6508 -0.0914 0.532 0.543 0.225 0.364
C 1.5660 0.8614 0.2279 -0.665 0.231 -0.305 0.044
C 1.2775 -0.6454 0.4864 0.401 0.477 -0.911 0.052
C 0.1875 -1.1531 -0.4191 -1.602 -1.154 0.094 -0.378
H -2.6503 0.9021 0.9950 -1.085 -1.423 0.079 0.483
H -1.7327 -1.2862 1.7147 0.319 0.513 -0.301 0.187
H -2.6404 -1.8582 0.3389 0.397 0.744 -0.180 0.184
H -1.6152 -0.0908 -1.1674 -0.210 -0.514 -0.397 0.194
H 0.2862 2.6235 0.4316 -0.148 -0.412 0.013 0.159
H -0.6691 2.3334 -1.6563 1.452 -0.684 0.289 0.494
H 1.9083 1.2352 1.1912 0.407 0.253 -0.007 0.174
H 2.0455 1.2333 -1.6396 0.727 -0.246 1.366 0.503
H 2.2204 -1.1306 0.2618 0.261 -0.375 -0.090 0.186
H 1.4642 -0.6163 2.4624 -0.856 -0.469 -1.057 0.478
H -0.0680 -2.2160 -0.1441 0.257 1.106 -0.008 0.245
H 1.2841 -2.4449 -2.1445 -0.378 0.717 0.111 0.131
O -3.1692 0.0423 0.9398 0.952 0.966 0.230 -0.727
O -0.8655 0.9946 0.3171 -0.467 -0.168 1.290 -0.563
O 0.2021 1.8839 -1.4651 -1.216 0.711 -1.099 -0.749
O 2.5355 1.1273 -0.7736 -0.712 -0.245 -0.449 -0.713
O 0.8271 -0.9559 1.7788 0.900 0.731 1.556 -0.718
S 0.6218 -1.2432 -2.1755 0.423 -0.446 -0.366 -0.023
```
Forces are in eV/Å.

The calculation puts the largest force on an atom at 2.0 eV/A. The energy relative to the best compared isomer or geometry (same formula, charge and spin) comes out at 12.0 kcal/mol. The spin multiplicity is 1. For the gap between HOMO and LUMO, the calculation gives 9.65 eV. The SMILES is OC[C@H]1O[C@H](O)[C@H](O)[C@@H](O)[C@@H]1S. The charge is 0. The LUMO energy comes out at 0.468 eV.

Entry from the OMol25 dataset: the molecule C7H15NO2 (wB97M-V/def2-TZVPD).

Structure (XYZ):
```
25
Properties=species:S:1:pos:R:3:forces:R:3:nbo_charge:R:1
C -1.3812 -0.8506 -0.0624 0.647 -1.251 -0.050 0.438
C 0.8750 0.5890 0.2588 2.393 -0.350 -0.357 -0.134
C -1.6707 -1.0780 -1.5411 -0.075 -0.173 -0.304 -0.657
C 0.3825 1.5796 -0.7983 -0.361 0.070 -0.114 -0.612
C 0.6782 1.1484 1.6716 -0.297 -0.008 0.289 -0.604
C 2.4505 0.3892 0.0171 -0.978 0.188 0.313 -0.594
C 0.2333 -0.7829 0.1676 -1.300 -0.730 0.585 0.315
O -2.1412 0.2085 0.4468 0.468 0.778 -0.204 -0.722
O -1.8181 -2.0152 0.6303 0.198 -0.080 0.064 -0.728
N 0.8688 -1.8905 0.3603 -1.005 1.621 -0.573 -0.625
H -1.5674 -1.8557 1.5575 -0.276 -0.219 -0.321 0.476
H -2.9950 0.2026 -0.0183 0.373 -0.053 0.268 0.481
H 0.2011 -2.6767 0.3085 0.275 0.405 0.083 0.358
H -1.0600 -1.8911 -1.9480 -0.053 0.184 0.149 0.232
H -1.4941 -0.1751 -2.1311 0.134 -0.070 0.189 0.223
H -2.7199 -1.3619 -1.6921 0.085 0.025 0.228 0.218
H 0.4443 1.1513 -1.8035 0.083 0.051 0.070 0.207
H 0.9885 2.4927 -0.7877 0.024 -0.230 0.083 0.217
H -0.6526 1.8860 -0.6261 0.071 -0.115 0.015 0.224
H 1.0006 0.4288 2.4321 0.059 0.070 -0.161 0.215
H 1.2531 2.0699 1.8127 -0.019 -0.124 -0.139 0.214
H -0.3725 1.3823 1.8684 0.070 -0.033 -0.085 0.224
H 2.8935 -0.2759 0.7652 -0.227 0.046 -0.170 0.225
H 2.9610 1.3553 0.0877 -0.187 -0.022 -0.024 0.199
H 2.6423 -0.0299 -0.9762 -0.102 0.021 0.168 0.211
```
Forces are in eV/Å.

The calculation puts the largest force on an atom at 2.4 eV/A. The energy relative to the best compared isomer or geometry (same formula, charge and spin) comes out at 27.4 kcal/mol. The spin multiplicity is 1. For the gap between HOMO and LUMO, the calculation gives 10.36 eV. The SMILES is [H]/N=C(/C(C)(C)C)C(C)(O)O. The charge is 0. The LUMO energy comes out at 0.671 eV.

Entry from the OMol25 dataset: the molecule C6H9N (wB97M-V/def2-TZVPD).

Structure (XYZ):
```
16
Properties=species:S:1:pos:R:3:forces:R:3:nbo_charge:R:1
C 1.2681 1.3016 0.2607 -0.228 -0.074 -0.231 -0.619
C 0.6026 -0.0413 -0.1164 -0.074 -0.363 0.392 -0.147
C -0.5243 -0.4578 0.8483 -0.075 -0.137 0.535 -0.382
C -1.7823 -0.1584 0.0381 0.145 0.110 0.188 -0.465
C -1.0851 -0.2288 -1.3124 1.808 0.140 0.586 -0.327
C 1.5960 -1.0433 -0.4143 0.423 -0.784 -0.169 0.250
N 2.3824 -1.8599 -0.6642 -0.721 0.801 0.200 -0.320
H 1.9729 1.6956 -0.4801 -0.229 -0.225 -0.015 0.230
H 1.8467 1.1375 1.1877 -0.263 -0.083 -0.278 0.234
H 0.5293 2.0778 0.4850 -0.021 -0.185 -0.140 0.222
H -0.4605 0.0749 1.7975 0.078 -0.116 0.248 0.201
H -0.4257 -1.5311 1.0155 -0.134 0.053 0.186 0.225
H -2.5561 -0.9231 0.1891 0.243 0.221 -0.272 0.221
H -2.2395 0.8134 0.2504 0.163 -0.052 -0.052 0.206
H -0.9952 -1.2628 -1.6547 0.306 0.273 -0.206 0.196
H -0.1292 0.4057 -1.4303 -1.424 0.421 -0.972 0.277
```
Forces are in eV/Å.

The calculation puts the largest force on an atom at 1.9 eV/A. The energy relative to the best compared isomer or geometry (same formula, charge and spin) comes out at 101.8 kcal/mol. The spin multiplicity is 1. For the gap between HOMO and LUMO (spin up / spin down), the calculation gives 8.36 / 8.36 eV. The charge is 0. The LUMO energy (spin up / spin down) comes out at 0.094 / 0.094 eV.

Entry from the OMol25 dataset: a 2-piece molecular cluster, CH2O4S2 overall (wB97M-V/def2-TZVPD).

Structure (XYZ):
```
9
Properties=species:S:1:pos:R:3:forces:R:3:nbo_charge:R:1
C -1.5789 0.1901 -0.1928 -0.147 -1.095 2.969 -0.902
O 0.0065 -1.3906 -1.3930 0.517 0.290 1.247 -0.904
O -0.8086 -2.0118 0.8183 -0.241 -3.549 4.302 -0.866
O 2.2994 2.1426 0.0736 0.355 -0.729 -0.401 -0.783
O 1.3104 0.0174 0.7356 2.157 0.867 -0.995 -0.874
S -0.5842 -1.0448 -0.1128 -0.363 1.618 -7.275 2.197
S 2.3065 0.7152 -0.1044 -1.842 0.060 1.701 1.677
H -1.2436 1.0128 -0.6897 0.649 2.021 -1.851 0.228
H -1.7077 0.3691 0.8652 -1.083 0.518 0.304 0.226
```
Forces are in eV/Å.

The calculation puts the largest force on an atom at 7.5 eV/A. The energy relative to the best compared isomer or geometry (same formula, charge and spin) comes out at 47.9 kcal/mol. The spin multiplicity is 1. For the gap between HOMO and LUMO (spin up / spin down), the calculation gives 7.71 / 7.70 eV. The charge is 0. The LUMO energy (spin up / spin down) comes out at -2.350 / -2.350 eV.

Entry from the OMol25 dataset: the molecule C12H13BrO2 (wB97M-V/def2-TZVPD).

Structure (XYZ):
```
28
Properties=species:S:1:pos:R:3:forces:R:3:nbo_charge:R:1
O -1.0457 -0.4103 2.2367 1.474 1.568 -2.206 -0.574
Br 4.3557 1.1077 2.6685 -1.686 0.174 -1.017 0.024
O 0.4623 0.8665 0.9902 -1.046 -0.950 0.048 -0.501
C -0.7613 0.2964 1.2624 -1.256 -0.882 2.499 0.806
C 2.6511 1.3778 1.6722 -2.368 -1.206 -0.354 -0.065
C 1.5868 0.4826 1.6991 3.782 0.871 1.230 0.264
C -1.5191 -1.9778 -3.1077 0.389 0.532 -0.941 -0.214
C -2.0731 -2.4583 -1.9418 -0.070 0.962 0.942 -0.215
C -1.1342 -0.6265 -3.2225 -0.049 -0.374 0.114 -0.205
C -2.2311 -1.5792 -0.8438 -0.116 -0.340 0.248 -0.220
C -1.2787 0.2246 -2.1171 0.260 -0.024 -0.788 -0.238
C -1.8170 -0.2336 -0.9078 0.322 -0.928 -1.079 0.050
C 2.5653 2.6408 0.8606 0.287 1.087 0.661 -0.676
C 1.7606 -0.8738 2.3574 -0.866 -0.514 -0.730 -0.670
C -1.8566 0.6775 0.2838 -1.270 -0.160 0.167 -0.539
H -1.3824 -2.6453 -3.9693 -0.075 0.303 0.417 0.215
H -2.3684 -3.4967 -1.8719 -0.064 0.053 0.115 0.219
H -0.7016 -0.2689 -4.1813 -0.377 -0.180 0.891 0.219
H -2.6796 -1.9735 0.0941 0.416 0.392 -0.697 0.221
H -0.9470 1.2659 -2.2408 -0.204 -0.453 0.300 0.212
H 3.4532 2.7142 0.2423 0.110 0.076 -0.267 0.226
H 2.5990 3.5166 1.5379 0.098 -0.305 -0.223 0.223
H 1.6648 2.8116 0.2327 0.530 -0.785 0.494 0.241
H 1.2177 -1.6416 1.7431 0.680 0.539 0.546 0.232
H 1.3339 -0.9371 3.3568 -0.182 0.188 -0.025 0.243
H 2.8304 -1.1161 2.4540 -0.517 0.127 -0.342 0.237
H -2.8780 0.5448 0.7586 1.465 0.134 -0.047 0.249
H -1.8071 1.7116 -0.0462 0.333 0.095 0.045 0.237
```
Forces are in eV/Å.

The calculation puts the largest force on an atom at 4.1 eV/A. The energy relative to the best compared isomer or geometry (same formula, charge and spin) comes out at 0.0 kcal/mol. The spin multiplicity is 1. For the gap between HOMO and LUMO, the calculation gives 9.40 eV. The SMILES is C/C(Br)=C(/C)OC(=O)Cc1ccccc1. The charge is 0. The LUMO energy comes out at 0.674 eV.

Entry from the OMol25 dataset: C31H45BrN2P2Ti as an isolated structure (wB97M-V/def2-TZVPD).

Structure (XYZ):
```
82
Properties=species:S:1:pos:R:3:forces:R:3:mulliken_charge:R:1
C -2.4169 -2.7546 3.9403 -0.046 -0.839 0.545 -0.301
C -1.6970 -3.0531 2.7652 0.075 -0.696 0.116 0.083
C -1.6365 -4.3837 2.3205 0.009 -0.424 0.791 -0.332
C -2.0957 -5.4015 3.1891 0.038 1.189 -0.765 -0.422
N -2.7024 -5.0960 4.3303 -0.019 -0.650 0.925 -0.549
C -2.8783 -3.8417 4.7384 0.581 0.846 -1.751 -0.477
C -0.9106 -1.9946 2.1043 0.880 -0.291 2.122 0.626
C 0.3062 -1.4307 2.2967 -0.771 -2.589 -0.725 0.506
C 1.4608 -0.7126 1.9103 -0.679 0.559 -0.872 -0.351
C 1.2598 -0.0903 0.5994 1.715 -0.269 -0.823 1.885
C 2.1880 0.9049 0.1617 0.380 -0.472 0.865 -2.681
C 3.2354 1.3858 0.9999 -3.053 -2.064 -0.167 -1.001
C 3.4616 0.6864 2.2111 -0.117 0.256 0.208 -0.271
C 2.6508 -0.3664 2.6286 -0.644 0.411 0.271 -0.921
Ti -0.9341 -0.3285 1.2147 0.947 2.701 0.810 -1.053
P -1.9631 1.1000 -0.6137 -0.064 0.323 0.522 1.081
H -1.1806 -4.6392 1.3630 0.081 0.090 0.345 0.408
H -2.5947 -1.7288 4.2885 0.340 -0.406 -0.186 0.270
H -1.9214 -6.4645 2.9390 -0.379 0.676 0.238 0.347
H -3.3626 -3.6495 5.7019 0.071 -0.265 -0.422 0.363
H 2.8754 -0.9118 3.5585 -0.170 0.449 -0.480 0.463
H 0.7331 -0.6894 -0.2246 0.427 0.626 0.803 0.955
H 4.2547 1.0522 2.8737 -0.134 -0.390 -0.338 0.489
H 2.1453 1.1876 -0.8883 -0.083 0.533 0.412 1.496
C -0.7432 2.3780 -1.1060 0.267 -0.168 -0.310 0.486
C -0.6974 2.6229 -2.6060 0.244 0.482 -0.433 -1.153
H 0.2486 2.1074 -0.7043 -0.486 0.103 -0.243 -0.627
H -1.0153 3.2940 -0.5642 -0.085 -0.270 -0.117 0.401
H -0.0740 3.4998 -2.8181 -0.112 -0.152 -0.046 0.434
H -0.2610 1.7829 -3.1610 -0.200 0.162 0.086 0.067
H -1.6921 2.8218 -3.0221 0.319 -0.079 0.054 0.271
C -2.3601 -0.0925 -1.9337 0.495 0.756 -0.890 0.472
C -3.3105 -1.1886 -1.4987 -0.249 -0.241 0.052 -1.493
H -1.4167 -0.5060 -2.3163 -0.420 0.130 0.193 -0.844
H -2.7879 0.4982 -2.7522 0.070 -0.338 -0.085 0.620
H -3.5903 -1.7821 -2.3711 -0.021 -0.026 0.105 0.465
H -2.8776 -1.8764 -0.7622 0.035 0.143 -0.020 0.284
H -4.2331 -0.7848 -1.0788 0.010 -0.004 0.006 0.346
C -3.4942 2.0635 -0.3922 -0.492 -0.114 0.117 -0.139
C -4.1609 2.4798 -1.6945 -0.611 0.206 -0.185 -1.343
H -3.2636 2.9496 0.2097 0.070 -0.311 -0.219 0.140
H -4.1776 1.4496 0.2126 0.035 0.152 -0.148 0.503
H -5.1180 2.9714 -1.4812 0.235 -0.030 -0.017 0.449
H -3.5566 3.1840 -2.2693 -0.061 -0.051 0.106 0.262
H -4.4034 1.6319 -2.3395 0.031 0.073 0.091 0.311
Br 3.9804 2.9892 0.5744 1.125 0.967 -0.381 -0.020
P 2.4290 -1.5138 -2.3791 0.475 0.146 -0.159 0.033
C 0.9442 -0.7434 -3.0626 -0.184 0.068 -0.489 1.298
C 1.2450 -0.5168 -4.5746 -0.465 0.181 -0.050 -1.566
H 0.7087 0.1873 -2.5118 0.181 -0.346 -0.305 -1.132
H 0.0785 -1.4325 -2.9510 0.791 0.217 0.044 0.366
H 0.3753 -0.1101 -5.1289 0.426 -0.170 0.487 0.385
H 2.0865 0.1663 -4.7084 -0.081 -0.006 -0.022 0.404
H 1.5089 -1.4743 -5.0343 -0.064 0.176 -0.002 0.491
C 3.8223 -0.4149 -1.9375 0.531 0.238 0.226 0.298
C 5.2766 -0.9070 -2.0858 -0.044 -0.703 -0.487 -1.301
H 3.7081 -0.3224 -0.8545 -0.217 0.064 -0.035 -0.178
H 3.7181 0.5981 -2.3571 -0.318 -0.450 -0.097 0.601
H 5.9406 -0.1981 -1.5668 -0.327 -0.377 -0.049 0.406
H 5.3350 -1.9092 -1.6264 0.377 0.468 -0.106 0.322
H 5.6362 -0.9850 -3.1245 -0.344 0.037 0.348 0.354
C 2.1244 -2.8992 -1.2747 -0.054 -0.512 0.246 0.042
C 2.7655 -4.1777 -1.8699 0.069 -0.159 -0.074 -1.293
H 1.0272 -3.0286 -1.1966 0.483 0.144 0.047 0.243
H 2.5258 -2.6748 -0.2730 -0.111 0.001 -0.283 0.295
H 2.7133 -5.0034 -1.1543 -0.011 0.209 -0.045 0.417
H 2.2297 -4.4943 -2.7738 0.186 0.120 0.180 0.394
H 3.8222 -4.0195 -2.1300 -0.318 -0.068 0.102 0.323
N -1.4603 1.0738 2.9010 -1.170 -0.699 0.390 -0.393
C -0.9676 2.4094 2.7635 -0.111 0.577 -0.452 0.037
C -1.8371 3.3528 2.2245 0.297 0.198 -0.475 -0.480
C -1.3051 4.5293 1.6890 -0.629 0.589 0.400 -0.488
C 0.0457 4.8294 1.8532 -0.104 -0.251 -0.935 -0.667
C 0.8954 3.8680 2.3780 0.789 0.116 0.864 -0.486
C 0.3860 2.7021 2.9501 -0.176 -0.292 -0.583 -0.609
H -2.4950 1.0261 2.8762 0.720 0.390 0.426 0.331
H -1.1465 0.6367 3.7592 -0.025 -0.146 0.177 0.349
H -2.9122 3.1428 2.1822 0.485 0.063 -0.062 0.755
H -1.9637 5.2265 1.1359 0.398 -0.330 0.674 0.434
H 0.4510 5.7703 1.4878 -0.100 -0.238 -0.062 0.402
H 1.9930 4.0289 2.3485 -0.944 0.032 0.413 0.549
H 1.0229 2.0035 3.4928 0.001 0.015 -0.408 0.558
```
Forces are in eV/Å.

The calculation puts the largest force on an atom at 3.7 eV/A. The energy relative to the best compared isomer or geometry (same formula, charge and spin) comes out at 70.4 kcal/mol. The spin multiplicity is 3. For the gap between HOMO and LUMO (spin up / spin down), the calculation gives 7.21 / 4.75 eV. The charge is +2. The LUMO energy (spin up / spin down) comes out at -5.598 / -8.095 eV.

> What is the formula in the fifth record?

C12H13BrO2